14
Properties=species:S:1:pos:R:3:forces:R:3 method="wB97M-V/def2-TZVPD" lumo_energy_ev=-0.8290 homo_ev=-8.8 de_lowest_kj_mol=9.17 charge=0
C 2.65706 -0.66774 -0.29449 1.454 2.321 0.743
C -1.55579 0.33137 -0.49448 -0.253 0.149 1.942
O -0.34661 -1.96934 -0.08660 1.638 1.177 -0.144
S 2.56920 -1.34141 1.16117 -0.294 -0.356 -0.033
S 3.40014 0.98636 -0.52270 -1.031 -1.275 1.038
S -0.61472 0.89914 0.98106 -0.441 1.124 0.650
S -3.26746 -0.15050 0.01885 0.418 -0.315 0.077
S -0.46221 -0.79904 -1.27041 -0.722 -1.128 -1.056
H 2.33890 -1.09168 -1.21282 -0.183 -0.475 -0.758
H -1.69500 1.24332 -1.00354 0.273 0.635 -1.448
H 0.57867 -1.76016 0.27254 -1.450 -0.860 0.121
H 3.27435 1.24736 0.83167 0.308 -0.081 -1.048
H -0.87673 2.25486 0.88592 0.076 -1.042 0.002
H -3.58835 -0.96790 -0.99886 0.208 0.124 -0.086

***

8
Properties=species:S:1:pos:R:3:forces:R:3 method="wB97M-V/def2-TZVPD" lumo_energy_ev="3.7373 / 4.0293" homo_ev="-4.2 / -3.1" de_lowest_kj_mol=456.54 charge=-1
N 0.17400 0.80888 -0.57104 -0.578 -0.216 -0.199
O 0.77008 -1.13996 -1.21757 -0.180 0.274 -0.230
O 1.35420 0.92701 1.88830 0.197 0.188 0.405
O -0.95653 -0.07881 1.46868 0.116 0.447 0.067
P 0.15552 1.05715 1.01515 0.227 -0.430 0.019
H 0.86416 1.33492 -1.08131 0.327 0.034 -0.095
H 1.15038 -1.37373 -0.36602 0.123 0.051 0.250
H -1.35125 -0.31529 0.62369 -0.232 -0.348 -0.219

***

28
Properties=species:S:1:pos:R:3:forces:R:3 method="wB97M-V/def2-TZVPD" lumo_energy_ev="0.3446 / -0.6272" homo_ev="-8.2 / -7.5" de_lowest_kj_mol=493.41 charge=0
C 1.64627 -2.38732 0.15793 -2.096 -2.961 1.233
C 0.26550 -2.19588 -0.47928 0.794 2.045 -1.476
C 0.03720 -0.71925 -0.96594 -2.220 -0.007 2.231
C -0.79946 0.11471 0.13095 -0.032 0.913 -1.662
C 1.36987 -0.01932 -1.24076 -1.245 -1.452 1.562
C -0.04731 0.40594 1.37426 -0.417 -3.092 -1.479
C 2.15714 -0.13601 0.04080 -0.281 0.582 -0.259
C -2.46279 2.55099 1.19439 -0.587 -4.196 1.192
C -1.45037 1.32323 -0.60073 1.031 1.204 -1.310
O 1.83056 -3.50312 0.58481 0.936 0.296 -0.261
O 2.48752 -1.41674 0.47668 0.280 1.163 -0.542
O 1.86364 -0.56222 -2.39772 3.728 -3.093 -1.285
O 0.05396 -0.61174 2.25223 0.507 1.051 1.271
O -2.59515 1.79973 -0.00239 -1.384 0.422 0.444
I 3.74122 1.18590 0.23700 0.168 0.006 0.119
H 0.23111 -2.80913 -1.42017 -0.088 0.030 1.364
H -0.48291 -2.46699 0.29534 0.419 -0.307 -0.906
H -0.69699 -0.77132 -1.77606 0.753 0.164 -0.483
H -1.73419 -0.39646 0.37014 0.203 -0.742 0.284
H 1.24655 0.99790 -1.44960 -0.424 1.718 -0.004
H 0.63745 1.14680 1.51598 1.299 2.333 0.629
H -1.64936 3.16076 1.13620 1.863 2.740 -0.525
H -2.00286 1.79317 1.99664 -1.818 1.456 -0.826
H -3.46086 2.99744 1.37636 0.989 -0.248 0.367
H -1.82488 1.01608 -1.59615 0.405 -0.356 0.428
H -0.79487 2.21786 -0.87303 -0.059 -1.066 0.718
H 2.61630 -1.26376 -2.22995 -2.195 2.165 -0.406
H -0.18229 -1.45124 1.89209 -0.529 -0.769 -0.419

***

16
Properties=species:S:1:pos:R:3:forces:R:3 method="wB97M-V/def2-TZVPD" lumo_energy_ev=-2.8512 homo_ev=-15.4 de_lowest_kj_mol=19.34 charge=+1
O 0.15878 0.37090 1.92066 0.041 -0.268 0.065
C 0.99168 1.23150 1.98726 0.309 0.284 -0.142
O 1.35610 1.92240 0.90166 -0.328 0.100 0.180
H 1.54624 1.49562 2.90060 -0.278 -0.046 0.018
H 1.81224 2.73700 1.15923 0.248 -0.124 -0.104
C 0.58193 -1.32617 -0.94596 0.072 0.383 0.203
N -0.73234 -0.95863 -0.34832 -0.182 -0.233 0.224
C -1.49467 0.10373 -1.06643 -0.037 -0.189 0.199
H 1.02465 -2.10762 -0.33942 0.011 -0.157 -0.044
H 0.43782 -1.64612 -1.97123 -0.018 -0.070 -0.046
H 1.22549 -0.45001 -0.90696 -0.047 0.026 -0.091
H -0.57460 -0.61781 0.61574 0.212 0.108 -0.016
H -1.30075 -1.80073 -0.26303 -0.060 0.030 -0.123
H -1.01751 1.05658 -0.86835 0.157 0.047 -0.143
H -2.49807 0.12461 -0.65264 -0.078 0.017 -0.078
H -1.51702 -0.13526 -2.12282 -0.021 0.090 -0.100